Record 1
2 unconnected molecules or ions with the total composition C3H2NO3 at a distorted geometry. Source: the OMol25 dataset; level of theory: ωB97M-V/def2-TZVPD.

```
9
Properties=species:S:1:pos:R:3:forces:R:3:nbo_charge:R:1
C 1.438 -1.990 -0.462 0.81 0.66 -1.53 0.78
C -1.020 0.860 0.378 -0.47 2.43 -0.50 0.67
C -0.302 1.693 -0.405 0.52 -0.12 -0.76 -0.37
N 0.555 -1.735 0.249 -2.03 0.48 1.88 -0.79
O -1.316 -0.212 0.923 0.16 0.22 -0.15 -0.67
O 2.308 -2.173 -1.247 0.75 -0.66 -0.17 -0.65
O -1.727 2.053 0.149 -0.78 -1.65 0.86 -0.61
H 0.381 2.488 -0.156 0.53 -0.44 0.36 0.17
H -0.317 -0.984 0.571 0.50 -0.90 0.03 0.46
```
Forces are in eV/Å.

Summary:
total charge	-1
DFT total energy	-10774.4643	eV
multiplicity	1
HOMO-LUMO gap	7.192	eV
HOMO level	-3.2	eV
energy above the lowest of the compared OMol25 structures with the same formula, charge and spin	318.9	kJ/mol
max |F|	2.81	eV/A

***

Record 2
C6H14N2 in the gas phase at a distorted geometry. Source: the OMol25 dataset; level of theory: ωB97M-V/def2-TZVPD.

```
22
Properties=species:S:1:pos:R:3:forces:R:3:nbo_charge:R:1
H -1.346 -1.298 -1.314 -0.14 0.35 0.15 0.32
N -1.623 -0.488 -1.881 0.39 -0.32 -0.42 -0.61
C -1.327 0.629 -1.380 -0.77 0.19 0.48 0.14
C -0.893 0.946 0.048 0.25 -0.41 -0.04 -0.12
C -2.140 1.318 0.863 0.18 -0.01 -0.28 -0.59
N -0.189 -0.139 0.701 -0.51 0.16 0.43 -0.63
C 1.225 -0.236 0.458 0.49 -0.29 -1.71 -0.02
C 1.784 -1.442 1.206 -0.25 0.58 0.04 -0.61
C 1.606 -0.302 -1.097 0.67 0.03 1.57 -0.64
H -1.591 1.506 -1.970 0.04 0.14 -0.15 0.16
H -0.223 1.814 0.012 -0.02 -0.08 0.03 0.20
H -2.767 0.435 1.001 -0.01 0.04 -0.04 0.21
H -1.843 1.690 1.841 0.01 0.02 0.01 0.22
H -2.717 2.082 0.342 -0.12 0.04 0.05 0.21
H -0.652 -1.023 0.527 0.00 -0.03 0.10 0.35
H 1.679 0.684 0.846 0.03 -0.10 0.01 0.18
H 1.392 -2.357 0.782 -0.09 -0.34 -0.13 0.20
H 1.494 -1.396 2.256 0.03 -0.01 0.00 0.22
H 2.862 -1.459 1.135 0.31 -0.09 -0.01 0.21
H 1.163 -1.123 -1.652 -0.50 0.05 0.12 0.21
H 2.677 -0.501 -1.149 0.20 0.22 -0.03 0.21
H 1.427 0.660 -1.575 -0.17 -0.12 -0.17 0.21
```
Forces are in eV/Å.

Summary:
DFT total energy	-9428.6497	eV
multiplicity	1
HOMO-LUMO gap	9.882	eV
HOMO level	-8.8	eV
SMILES	[H]/N=C\[C@@H](C)NC(C)C
energy above the lowest of the compared OMol25 structures with the same formula, charge and spin	80.5	kJ/mol
max |F|	1.81	eV/A

***

Record 3
A molecular structure, C36H26BrClN6O2SW at a distorted geometry. Source: the OMol25 dataset; level of theory: ωB97M-V/def2-TZVPD.

```
74
Properties=species:S:1:pos:R:3:forces:R:3:lowdin_spin:R:1
W -0.027 0.528 0.287 -1.16 -1.07 0.21 1.52
Br 0.501 3.001 6.953 0.00 0.02 0.05 0.00
C 0.116 1.948 5.441 -0.09 0.02 0.06 0.01
C -1.200 1.538 5.199 -0.07 -0.03 0.06 0.00
C -1.517 0.828 4.060 -0.13 -0.01 0.14 0.00
C -0.526 0.529 3.131 0.14 0.00 -0.04 0.02
O -0.840 -0.034 1.970 -0.65 -0.49 0.84 0.10
C 0.807 0.861 3.418 0.36 0.07 0.02 0.01
C 1.876 0.413 2.556 0.00 0.02 1.08 0.02
N 1.668 -0.207 1.459 0.45 -0.15 -1.02 0.01
C 2.736 -0.735 0.680 -0.52 0.20 -0.01 0.00
C 3.974 -1.066 1.135 0.44 -0.16 0.22 0.01
C 4.948 -1.588 0.252 0.01 0.05 0.26 0.00
C 4.659 -1.792 -1.062 0.00 -0.02 -0.18 0.00
C 3.361 -1.507 -1.551 0.10 -0.08 -0.02 0.00
C 2.956 -1.770 -2.877 0.20 -0.08 -0.08 0.01
C 1.668 -1.527 -3.249 -0.21 0.00 -0.11 0.00
C 0.778 -0.991 -2.309 -0.18 -0.16 -0.45 0.02
N 1.122 -0.706 -1.076 0.55 0.17 0.41 0.00
C 2.408 -0.976 -0.673 -0.16 0.02 0.06 0.00
C 1.117 1.583 4.581 0.17 -0.12 0.00 0.00
H -1.973 1.787 5.916 0.04 0.00 -0.06 0.00
H -2.536 0.526 3.851 0.03 0.04 0.01 0.00
H 2.900 0.575 2.894 -0.03 -0.06 0.15 0.00
H 4.216 -0.963 2.186 0.05 -0.02 -0.05 0.00
H 5.925 -1.849 0.637 -0.03 0.06 0.02 0.00
H 5.405 -2.190 -1.739 -0.06 -0.02 0.03 0.00
H 3.668 -2.183 -3.584 -0.03 0.04 0.07 0.00
H 1.320 -1.738 -4.250 -0.02 0.01 0.03 0.00
H -0.252 -0.799 -2.574 -0.03 0.05 -0.08 0.00
H 2.148 1.841 4.798 -0.04 0.01 -0.01 0.00
Cl 2.590 5.538 -4.426 0.00 -0.02 0.04 0.00
C 2.198 4.427 -3.165 0.17 0.10 -0.05 0.01
C 3.133 4.158 -2.162 0.10 0.02 0.04 0.01
C 2.835 3.280 -1.140 0.07 0.05 -0.03 0.01
C 1.596 2.640 -1.106 -0.11 0.21 -0.07 0.01
O 1.315 1.832 -0.091 1.75 0.92 -0.33 0.07
C 0.665 2.891 -2.125 -0.11 0.00 -0.13 0.01
C -0.627 2.273 -2.145 0.38 0.71 -0.80 0.05
N -1.027 1.366 -1.340 -1.10 -0.37 0.28 0.01
C -2.415 1.016 -1.298 0.12 -0.52 -0.04 0.01
C -3.445 1.805 -1.704 -0.25 0.39 -0.11 0.00
C -4.785 1.374 -1.557 0.09 0.16 -0.10 0.00
C -5.068 0.157 -1.020 -0.04 -0.15 0.07 0.00
C -4.010 -0.686 -0.597 -0.15 -0.34 0.07 0.00
C -4.199 -1.978 -0.053 -0.15 0.03 0.01 0.00
C -3.121 -2.718 0.340 0.05 -0.13 0.01 0.00
C -1.837 -2.163 0.233 0.11 -0.41 0.14 0.01
N -1.621 -0.976 -0.272 -0.17 0.79 0.11 0.02
C -2.691 -0.246 -0.709 0.13 0.30 -0.40 0.01
C 0.980 3.804 -3.146 -0.20 -0.06 -0.11 0.01
H 4.097 4.651 -2.193 -0.05 -0.02 0.01 0.00
H 3.558 3.070 -0.359 -0.04 0.02 -0.07 0.00
H -1.320 2.599 -2.918 0.07 0.10 -0.02 0.00
H -3.256 2.791 -2.111 -0.04 -0.03 0.05 0.00
H -5.586 2.029 -1.872 0.04 0.00 0.00 0.00
H -6.092 -0.172 -0.894 0.06 -0.02 -0.04 0.00
H -5.203 -2.373 0.045 0.01 0.01 0.01 0.00
H -3.238 -3.709 0.756 0.01 0.02 -0.03 0.00
H -0.966 -2.704 0.582 -0.02 0.00 0.09 0.00
H 0.252 4.020 -3.920 0.05 -0.04 0.03 0.00
C -2.071 4.863 3.450 0.17 0.00 -0.04 0.00
N -0.677 4.588 3.100 -0.14 0.14 0.24 0.00
C 0.443 5.157 3.703 -0.37 -0.02 -0.04 0.00
C 1.526 4.603 3.134 -0.01 -0.22 -0.19 0.00
N 1.048 3.703 2.191 0.36 0.22 -0.09 0.00
C -0.294 3.697 2.171 0.28 0.02 0.23 0.00
S -1.330 2.763 1.192 -0.14 -0.09 -0.16 0.00
H -2.089 5.673 4.173 0.01 0.01 0.01 0.00
H -2.529 3.974 3.880 0.03 -0.04 0.01 0.00
H -2.624 5.154 2.562 0.00 0.03 -0.04 0.00
H 0.360 5.899 4.479 -0.04 -0.05 -0.04 0.00
H 2.574 4.765 3.313 -0.04 -0.01 -0.05 0.00
H 1.597 3.131 1.567 -0.03 0.00 -0.08 0.00
```
Forces are in eV/Å.

Summary:
<S²>	2.01
total charge	+2
DFT total energy	-146006.4509	eV
multiplicity	3
HOMO-LUMO gap (alpha / beta)	6.208 / 6.744	eV
HOMO level (alpha / beta)	-12.4 / -13.2	eV
max |F|	2.00	eV/A

***

Record 4
A molecular structure, C3H5N3S2 at a distorted geometry. Source: the OMol25 dataset; level of theory: ωB97M-V/def2-TZVPD.

```
13
Properties=species:S:1:pos:R:3:forces:R:3:nbo_charge:R:1
C -0.733 -1.310 -0.161 -0.98 -4.18 1.27 -0.11
C -0.076 0.535 0.974 0.29 1.56 -1.64 0.24
C 1.833 1.088 -2.015 -2.74 -2.85 2.78 -0.07
H -1.793 -0.932 3.686 -1.24 0.96 -2.53 0.04
H 0.431 -1.546 -0.194 -2.93 0.76 -0.08 0.26
H -0.210 1.286 1.803 0.59 -1.07 -0.75 0.22
H 1.899 0.708 -3.149 0.18 1.24 2.76 0.22
H 2.483 2.133 -1.456 -2.39 -3.62 -1.90 0.24
N -1.087 -0.439 0.894 0.87 0.77 -1.34 -0.63
N 0.790 0.804 0.033 -0.06 0.42 1.27 -0.36
N 0.919 0.189 -1.259 4.38 6.02 -2.22 -0.32
S -2.597 -0.149 1.653 2.42 -1.60 2.05 0.28
S -1.861 -2.369 -0.808 1.60 1.59 0.35 -0.01
```
Forces are in eV/Å.

Summary:
DFT total energy	-29323.4637	eV
multiplicity	1
HOMO-LUMO gap	6.315	eV
HOMO level	-8.7	eV
energy above the lowest of the compared OMol25 structures with the same formula, charge and spin	891.7	kJ/mol
max |F|	7.76	eV/A

***

Record 5
2 unconnected molecules or ions with the total composition C5H7NO. Source: the OMol25 dataset; level of theory: ωB97M-V/def2-TZVPD.

```
14
Properties=species:S:1:pos:R:3:forces:R:3:nbo_charge:R:1
C 1.166 -0.656 -1.297 -0.06 -0.13 0.04 -0.33
C 0.289 -0.646 -0.298 0.10 0.07 -0.09 -0.07
C 0.672 -0.494 1.118 -0.01 0.09 0.10 0.14
N -0.198 0.073 1.869 0.08 -0.24 -0.15 -0.45
C -1.352 0.334 1.044 -0.43 0.16 0.10 0.67
O -2.275 1.020 1.385 0.41 -0.35 -0.12 -0.51
C -1.187 -0.382 -0.303 0.00 0.05 -0.06 -0.57
H 0.858 -0.553 -2.333 0.02 -0.13 0.11 0.21
H 2.234 -0.693 -1.096 -0.15 -0.10 -0.02 0.21
H 1.659 -0.763 1.496 -0.14 0.03 -0.02 0.20
H -1.556 0.221 -1.134 0.06 -0.03 0.13 0.25
H -1.767 -1.313 -0.262 0.10 0.13 -0.01 0.26
H 0.827 1.786 -0.425 -0.03 0.27 0.10 -0.01
H 0.628 2.067 0.235 0.04 0.20 -0.11 0.00
```
Forces are in eV/Å.

Summary:
DFT total energy	-8834.1566	eV
multiplicity	1
HOMO-LUMO gap	9.641	eV
HOMO level	-9.9	eV
SMILES	C=C1C=NC(=O)C1.[H][H]
energy above the lowest of the compared OMol25 structures with the same formula, charge and spin	197.4	kJ/mol
max |F|	0.55	eV/A

***

Record 6
2 unconnected molecules or ions with the total composition C3H11N2O at a distorted geometry. Source: the OMol25 dataset; level of theory: ωB97M-V/def2-TZVPD.

```
17
Properties=species:S:1:pos:R:3:forces:R:3:lowdin_spin:R:1
C -1.393 0.671 0.680 -0.41 -0.14 0.57 0.15
C -0.518 0.046 1.483 0.05 -0.18 -0.75 0.06
N 0.826 -0.115 1.218 -0.18 0.70 0.13 0.00
N -2.848 0.468 0.933 0.93 0.62 0.07 0.27
H -1.173 1.269 -0.185 0.17 -0.24 -0.17 0.03
H -0.854 -0.380 2.419 -0.05 -0.23 -0.11 0.03
H 1.214 -0.975 1.555 0.16 -0.05 0.15 0.00
H 1.110 0.128 0.273 0.00 -0.25 0.18 0.00
H -3.366 0.179 0.053 -0.02 -0.19 0.04 0.18
H -3.314 1.334 1.269 -0.12 -0.05 0.10 0.14
H -2.925 -0.285 1.648 -0.55 -0.04 0.00 0.13
C 2.344 -0.937 -2.219 -0.50 -0.35 0.01 0.00
O 1.489 0.017 -1.583 0.43 0.22 -0.45 0.00
H 1.718 -1.644 -2.771 0.21 -0.09 -0.03 0.00
H 3.065 -0.493 -2.906 0.00 0.18 0.11 0.00
H 2.876 -1.476 -1.439 0.03 0.03 0.02 0.00
H 1.200 0.627 -2.267 -0.13 0.07 0.13 0.00
```
Forces are in eV/Å.

Summary:
<S²>	0.75
DFT total energy	-8312.7629	eV
multiplicity	2
HOMO-LUMO gap (alpha / beta)	3.908 / 9.107	eV
HOMO level (alpha / beta)	-3.4 / -8.6	eV
energy above the lowest of the compared OMol25 structures with the same formula, charge and spin	219.0	kJ/mol
max |F|	1.11	eV/A

***

Record 7
A gas-phase ion, C6H6Br2N3 (charge +1) at a distorted geometry. Source: the OMol25 dataset; level of theory: ωB97M-V/def2-TZVPD.

```
17
Properties=species:S:1:pos:R:3:forces:R:3:nbo_charge:R:1
Br 2.598 2.457 -2.230 0.88 0.32 -0.01 0.44
C 1.103 1.725 -1.746 -3.48 -0.98 -0.53 0.39
N -0.008 1.353 -1.744 4.78 1.35 -0.35 -0.23
C -1.116 0.712 -1.185 -0.14 -0.39 -0.07 -0.26
C -0.627 -0.302 -0.132 -0.19 1.70 -0.17 -0.09
C -1.310 -1.460 0.150 2.15 -0.43 1.52 -0.28
C -0.536 -2.106 1.089 -1.35 -3.40 1.51 -0.01
N 0.519 -1.347 1.469 0.63 -2.78 2.37 -0.49
C 0.510 -0.250 0.727 -1.20 1.31 -2.13 0.23
N 1.387 0.758 0.678 0.02 2.66 -0.54 -0.60
Br 0.406 2.565 1.113 0.84 -0.70 0.47 0.03
H -1.500 0.192 -2.048 -0.60 -0.72 -0.07 0.26
H -1.805 1.574 -1.093 -0.15 -0.75 1.29 0.27
H -2.241 -1.786 -0.122 -1.96 -0.71 -1.07 0.24
H -0.728 -3.168 1.557 0.53 2.53 -0.94 0.24
H 1.149 -1.713 2.251 -0.94 1.31 -1.85 0.46
H 2.199 0.797 1.266 0.16 -0.33 0.58 0.41
```
Forces are in eV/Å.

Summary:
total charge	+1
DFT total energy	-150863.8595	eV
multiplicity	1
HOMO-LUMO gap (alpha / beta)	6.860 / 6.857	eV
HOMO level (alpha / beta)	-11.5 / -11.5	eV
SMILES	BrC#[N+]Cc1cc[nH]c1NBr
energy above the lowest of the compared OMol25 structures with the same formula, charge and spin	99.9	kJ/mol
max |F|	4.98	eV/A

***

Record 8
A molecular structure, C8H14BrIrN2O2 at a distorted geometry. Source: the OMol25 dataset; level of theory: ωB97M-V/def2-TZVPD.

```
28
Properties=species:S:1:pos:R:3:forces:R:3:lowdin_spin:R:1
C 0.863 1.342 -2.430 -0.10 -0.85 -1.32 0.05
Ir 1.389 1.844 -0.581 -4.55 -3.01 1.97 2.07
N 1.656 2.103 1.544 0.49 0.29 1.47 0.04
N 2.957 2.892 -1.210 3.92 1.14 -1.57 0.17
H 2.096 1.311 2.017 -0.06 -0.03 -0.24 0.00
H 0.132 2.799 -0.658 -0.89 0.84 -0.03 0.17
H -0.177 1.038 -2.568 0.00 0.30 0.27 0.01
H 1.465 0.471 -2.719 0.10 0.15 -0.07 0.00
H 1.056 2.154 -3.136 -0.03 0.11 -0.10 0.03
H 3.870 2.544 -0.896 -0.03 0.23 0.03 0.02
H 2.934 3.889 -0.980 -0.16 -0.11 0.23 0.02
H 3.051 2.887 -2.234 -0.20 -0.08 0.17 0.01
H 2.236 2.905 1.792 -0.01 -0.01 0.04 0.01
H 0.783 2.249 2.057 -0.23 -0.13 -0.43 0.00
Br 0.800 -2.937 -0.803 -0.50 -0.23 0.21 0.06
C -0.832 -2.707 0.139 0.24 0.68 0.00 0.14
C -1.624 -3.860 0.312 2.02 0.22 -1.01 0.40
C -2.846 -3.782 0.976 -3.25 0.72 1.87 0.29
C -3.285 -2.545 1.477 0.32 -1.98 -0.59 0.14
C -2.483 -1.414 1.301 -2.77 0.91 1.59 0.44
C -1.262 -1.452 0.631 4.48 1.41 -2.33 0.26
C -0.542 -0.119 0.455 -2.58 -1.60 1.28 0.14
O -1.098 0.930 0.871 0.96 -0.33 -0.49 0.19
O 0.657 -0.141 -0.051 2.18 1.11 -0.74 0.31
H -1.280 -4.816 -0.081 0.04 0.30 0.06 0.01
H -3.457 -4.677 1.102 0.25 0.35 -0.05 0.01
H -4.235 -2.463 1.997 0.19 -0.03 -0.10 0.00
H -2.826 -0.445 1.675 0.17 -0.38 -0.13 0.02
```
Forces are in eV/Å.

Summary:
<S²>	8.78
total charge	+1
DFT total energy	-88465.4617	eV
multiplicity	6
HOMO-LUMO gap (alpha / beta)	4.076 / 5.277	eV
HOMO level (alpha / beta)	-7.7 / -11.6	eV
max |F|	5.80	eV/A